1.
Formula: C2H2ClF3
Source: OMol25
Level of theory: wB97M-V/def2-TZVPD

Geometry as XYZ:
```
8
Properties=species:S:1:pos:R:3:forces:R:3:nbo_charge:R:1
C -0.403 0.063 -0.673 -1.589 -2.301 -1.118 -0.014
C 0.317 -0.137 0.675 -0.039 1.097 -2.062 0.623
H 0.273 -0.306 -1.517 -0.658 0.728 1.257 0.192
H -1.389 -0.605 -0.747 2.135 1.146 0.580 0.185
F -0.792 1.335 -0.875 0.002 0.873 -0.053 -0.337
F -0.452 0.009 1.738 -0.620 -0.536 0.462 -0.302
F 0.805 -1.361 0.554 0.308 -1.286 0.926 -0.314
Cl 1.641 1.003 0.844 0.461 0.279 0.008 -0.035
```
Positions in Å, forces in eV/Å.

The SMILES is FCC(F)(F)Cl. The value obtained for the energy relative to the best compared isomer or geometry (same formula, charge and spin) is 17.3 kcal per mole. Its electronic energy is -22780.969 eV. The value obtained for the HOMO energy is -11.85 eV. As for the spin multiplicity: 1. For the frontier orbital gap, the calculation gives 12.7 eV. As for the largest force on an atom: 3.012 eV/Å.

2.
Formula: C2H2ClF3O2
Source: OMol25
Level of theory: wB97M-V/def2-TZVPD

Geometry as XYZ:
```
10
Properties=species:S:1:pos:R:3:forces:R:3:nbo_charge:R:1
C 2.250 0.877 0.162 0.084 0.332 -1.608 0.557
C -0.638 -1.391 0.399 0.778 0.251 -0.855 0.807
O 2.194 0.899 1.423 0.762 -3.170 2.394 -0.658
O -0.419 -0.261 0.657 -0.319 -1.192 0.756 -0.499
F 2.591 -0.337 -0.359 -0.216 0.357 1.263 -0.381
F -3.682 0.202 1.575 -0.848 0.797 0.180 -0.562
F -0.369 -2.482 1.140 -0.263 1.051 0.070 -0.309
Cl -1.147 -1.910 -1.166 -0.284 -0.153 0.032 -0.002
H 2.393 -0.021 1.977 -0.563 2.553 -2.042 0.484
H -4.351 0.855 1.718 0.867 -0.826 -0.190 0.563
```
Positions in Å, forces in eV/Å.

The value obtained for the energy relative to the best compared isomer or geometry (same formula, charge and spin) is 0.0 kcal per mole. Its electronic energy is -26873.962 eV. The value obtained for the HOMO energy is -9.85 eV. As for the spin multiplicity: 1. For the frontier orbital gap, the calculation gives 10.3 eV. As for the largest force on an atom: 4.045 eV/Å.

3.
Formula: C2H2ClF3S
Source: OMol25
Level of theory: wB97M-V/def2-TZVPD

Geometry as XYZ:
```
9
Properties=species:S:1:pos:R:3:forces:R:3:nbo_charge:R:1
C -0.370 -0.064 0.427 -0.967 3.083 -2.266 0.041
C -1.309 1.067 -0.675 1.453 -2.838 2.257 0.611
F -0.963 -1.258 0.339 -0.337 -0.544 -0.092 -0.328
F -1.228 0.563 -1.911 0.091 0.225 -0.074 -0.324
F -2.588 0.984 -0.291 -0.027 0.258 -0.040 -0.321
S 1.349 -0.042 -0.078 -0.079 -0.153 0.387 -0.008
Cl -0.718 2.703 -0.601 -0.064 -0.039 -0.013 -0.004
H -0.472 0.353 1.428 0.036 0.013 -0.021 0.193
H 1.133 -0.553 -1.294 -0.105 -0.005 -0.137 0.139
```
Positions in Å, forces in eV/Å.

The SMILES is F[C@@H](S)C(F)(F)Cl. The value obtained for the energy relative to the best compared isomer or geometry (same formula, charge and spin) is 7.2 kcal per mole. Its electronic energy is -33615.780 eV. The value obtained for the HOMO energy is -10.00 eV. As for the spin multiplicity: 1. For the frontier orbital gap, the calculation gives 10.7 eV. As for the largest force on an atom: 3.946 eV/Å.

4.
Formula: C2H2ClFNO2
Source: OMol25
Level of theory: wB97M-V/def2-TZVPD

Geometry as XYZ:
```
9
Properties=species:S:1:pos:R:3:forces:R:3:nbo_charge:R:1
C -1.452 -0.197 0.069 -0.473 1.318 -4.505 0.875
C 1.017 0.035 0.288 -2.968 0.394 -5.491 0.296
N -0.126 -0.301 -0.611 2.268 0.488 0.805 -0.729
O -2.354 0.065 -0.768 0.202 -0.332 0.470 -0.805
O -1.476 -0.321 1.256 0.150 -0.672 3.384 -0.759
F 1.307 1.341 0.072 0.710 1.731 0.160 -0.369
Cl 2.458 -0.820 -0.030 1.628 -1.271 -0.266 -0.074
H 0.672 -0.074 1.209 -1.087 -0.778 4.219 0.190
H -0.046 0.271 -1.486 -0.430 -0.878 1.224 0.375
```
Positions in Å, forces in eV/Å.

Its net charge is -1. The SMILES is O=C([O-])N[C@H](F)Cl. The value obtained for the energy relative to the best compared isomer or geometry (same formula, charge and spin) is 3.5 kcal per mole. Its electronic energy is -22933.381 eV. The value obtained for the HOMO energy is -4.46 eV. As for the spin multiplicity: 1. For the frontier orbital gap, the calculation gives 7.9 eV. As for the largest force on an atom: 6.254 eV/Å.

5.
Formula: C2H2ClFNO2
Source: OMol25
Level of theory: wB97M-V/def2-TZVPD

Geometry as XYZ:
```
9
Properties=species:S:1:pos:R:3:forces:R:3:nbo_charge:R:1
C 1.475 -0.802 0.020 1.866 3.380 2.255 0.843
C -1.314 0.447 -0.153 3.533 -0.012 -1.812 0.220
N 0.561 0.186 0.620 -3.775 3.467 -1.136 -0.666
O 2.568 -0.530 0.598 -0.133 -0.806 -0.537 -0.765
O 1.134 -1.577 -0.808 -1.066 -2.342 -2.094 -0.722
F -1.971 1.431 0.522 0.358 -0.280 0.049 -0.368
Cl -2.068 -1.106 0.091 -0.240 0.115 -0.021 -0.053
H -1.300 0.746 -1.332 0.058 -0.867 2.943 0.158
H 0.915 1.206 0.444 -0.601 -2.654 0.354 0.354
```
Positions in Å, forces in eV/Å.

Its net charge is -1. The value obtained for the energy relative to the best compared isomer or geometry (same formula, charge and spin) is 67.5 kcal per mole. Its electronic energy is -22930.608 eV. The value obtained for the HOMO energy (alpha / beta) is -4.17 / -4.17 eV. As for the spin multiplicity: 1. For the frontier orbital gap (alpha / beta), the calculation gives 7.8 / 7.8 eV. As for the largest force on an atom: 5.250 eV/Å.

6.
Formula: C2H2ClFO2
Source: OMol25
Level of theory: wB97M-V/def2-TZVPD

Geometry as XYZ:
```
8
Properties=species:S:1:pos:R:3:forces:R:3:nbo_charge:R:1
C -0.353 1.524 0.017 -0.481 -1.421 -0.885 0.149
C 0.639 -1.342 0.484 0.459 0.463 1.063 0.737
O -0.969 0.855 -0.939 0.115 0.938 0.351 -0.670
O 0.081 -1.730 -0.477 -0.298 -0.112 -0.547 -0.559
F 1.804 -1.843 0.889 0.030 -0.251 -0.141 -0.323
Cl -0.737 3.172 -0.224 -0.082 0.537 -0.007 -0.011
H 0.347 -0.527 1.163 -0.035 -0.190 -0.206 0.153
H -0.812 -0.110 -0.913 0.292 0.035 0.372 0.524
```
Positions in Å, forces in eV/Å.

The value obtained for the energy relative to the best compared isomer or geometry (same formula, charge and spin) is 50.8 kcal per mole. Its electronic energy is -21439.153 eV. The value obtained for the HOMO energy is -9.74 eV. As for the spin multiplicity: 1. For the frontier orbital gap, the calculation gives 9.9 eV. As for the largest force on an atom: 1.742 eV/Å.

- Look up the electronic energy of the fourth one.
  -22933.381 eV

What did the first record say?
Formula: C2H2ClF3
Source: OMol25
Level of theory: wB97M-V/def2-TZVPD

Geometry as XYZ:
```
8
Properties=species:S:1:pos:R:3:forces:R:3:nbo_charge:R:1
C -0.403 0.063 -0.673 -1.589 -2.301 -1.118 -0.014
C 0.317 -0.137 0.675 -0.039 1.097 -2.062 0.623
H 0.273 -0.306 -1.517 -0.658 0.728 1.257 0.192
H -1.389 -0.605 -0.747 2.135 1.146 0.580 0.185
F -0.792 1.335 -0.875 0.002 0.873 -0.053 -0.337
F -0.452 0.009 1.738 -0.620 -0.536 0.462 -0.302
F 0.805 -1.361 0.554 0.308 -1.286 0.926 -0.314
Cl 1.641 1.003 0.844 0.461 0.279 0.008 -0.035
```
Positions in Å, forces in eV/Å.

The SMILES is FCC(F)(F)Cl. The value obtained for the energy relative to the best compared isomer or geometry (same formula, charge and spin) is 17.3 kcal per mole. Its electronic energy is -22780.969 eV. The value obtained for the HOMO energy is -11.85 eV. As for the spin multiplicity: 1. For the frontier orbital gap, the calculation gives 12.7 eV. As for the largest force on an atom: 3.012 eV/Å.

- What is the electronic energy in the sixth record?
  -21439.153 eV